[1]
{"formula": "C39H62Cl17NO4", "method": "ωB97M-V with the def2-TZVPD basis set", "elements": ["C", "O", "C", "C", "C", "C", "C", "C", "C", "C", "C", "C", "C", "Cl", "C", "C", "C", "C", "O", "C", "C", "C", "C", "O", "N", "C", "C", "C", "O", "H", "H", "H", "H", "H", "H", "H", "H", "H", "H", "H", "H", "H", "H", "H", "H", "H", "H", "H", "H", "H", "H", "H", "H", "H", "H", "H", "H", "H", "H", "Cl", "C", "C", "Cl", "H", "H", "H", "H", "Cl", "C", "C", "Cl", "H", "H", "H", "H", "Cl", "C", "C", "Cl", "H", "H", "H", "H", "Cl", "C", "C", "Cl", "H", "H", "H", "H", "Cl", "C", "C", "Cl", "H", "H", "H", "H", "Cl", "C", "C", "Cl", "H", "H", "H", "H", "Cl", "C", "C", "Cl", "H", "H", "H", "H", "Cl", "C", "C", "Cl", "H", "H", "H", "H"], "coordinates": [[3.811, -1.575, 1.388], [4.056, -0.755, 0.269], [4.030, 0.620, 0.616], [3.426, 1.511, -0.478], [3.065, 0.793, -1.776], [2.304, 1.736, -2.719], [0.854, 1.820, -2.245], [0.121, 3.116, -2.599], [-1.390, 2.953, -2.830], [-2.240, 3.164, -1.551], [-1.597, 2.482, -0.372], [-0.819, 3.279, 0.478], [-0.137, 2.685, 1.525], [0.873, 3.663, 2.550], [-0.214, 1.321, 1.765], [-1.000, 0.525, 0.943], [-1.700, 1.101, -0.130], [-2.493, 0.186, -0.977], [-3.037, 0.502, -2.010], [-2.647, -1.210, -0.531], [-1.987, -1.773, 0.480], [-2.273, -3.214, 0.838], [-1.058, -4.106, 1.025], [-0.571, -4.219, 2.121], [-0.531, -4.824, -0.054], [0.882, -4.518, -0.281], [-1.313, -4.785, -1.292], [-1.025, -0.941, 1.238], [-0.276, -1.390, 2.067], [4.508, -1.367, 2.202], [2.786, -1.418, 1.739], [3.907, -2.612, 1.089], [5.043, 0.954, 0.845], [3.475, 0.724, 1.548], [2.552, 2.004, -0.056], [4.134, 2.301, -0.724], [3.962, 0.387, -2.233], [2.398, -0.027, -1.520], [2.310, 1.256, -3.696], [2.789, 2.706, -2.788], [0.886, 1.765, -1.156], [0.280, 0.948, -2.553], [0.259, 3.881, -1.839], [0.557, 3.535, -3.506], [-1.630, 2.007, -3.298], [-1.699, 3.732, -3.526], [-3.225, 2.762, -1.758], [-2.378, 4.224, -1.360], [-0.770, 4.336, 0.276], [0.348, 0.877, 2.571], [-3.350, -1.803, -1.097], [-2.961, -3.592, 0.099], [-2.803, -3.225, 1.788], [1.463, -5.421, -0.449], [1.299, -4.001, 0.571], [0.995, -3.895, -1.170], [-1.077, -3.886, -1.869], [-1.010, -5.628, -1.910], [-2.373, -4.898, -1.116], [-4.278, -5.898, 0.989], [-3.013, -6.858, 1.821], [-2.643, -8.096, 1.054], [-3.963, -9.298, 1.037], [-3.369, -7.064, 2.826], [-2.140, -6.213, 1.915], [-1.785, -8.570, 1.527], [-2.387, -7.867, 0.023], [-1.513, -7.278, 6.955], [-2.246, -5.950, 6.017], [-3.749, -6.050, 5.972], [-4.248, -7.434, 4.964], [-1.823, -5.975, 5.015], [-1.935, -5.014, 6.467], [-4.157, -5.159, 5.497], [-4.190, -6.149, 6.960], [0.022, 6.252, -1.629], [-0.475, 7.828, -2.316], [-1.885, 7.815, -2.846], [-2.047, 6.787, -4.297], [0.231, 8.076, -3.104], [-0.382, 8.564, -1.520], [-2.168, 8.825, -3.138], [-2.592, 7.457, -2.106], [0.932, -4.355, 4.723], [0.205, -2.916, 3.962], [-0.261, -1.917, 4.994], [-1.653, -2.533, 5.930], [-0.608, -3.253, 3.323], [0.969, -2.463, 3.332], [-0.586, -1.002, 4.501], [0.528, -1.670, 5.699], [5.988, 3.536, 2.102], [4.952, 4.091, 3.441], [4.923, 3.110, 4.584], [4.076, 1.603, 4.151], [3.955, 4.264, 3.042], [5.360, 5.040, 3.785], [4.386, 3.546, 5.425], [5.925, 2.848, 4.913], [-1.743, 10.783, 0.286], [-3.176, 9.924, 0.912], [-2.801, 8.685, 1.684], [-2.109, 7.431, 0.623], [-3.816, 9.686, 0.067], [-3.704, 10.617, 1.564], [-3.690, 8.262, 2.148], [-2.074, 8.902, 2.461], [-3.085, -2.734, -4.431], [-3.183, -3.951, -5.731], [-2.643, -5.288, -5.295], [-0.880, -5.244, -5.038], [-2.642, -3.566, -6.591], [-4.234, -4.051, -5.996], [-2.835, -6.035, -6.064], [-3.108, -5.618, -4.369], [6.458, 0.675, -3.692], [5.816, 0.150, -5.269], [5.567, 1.314, -6.193], [4.213, 2.334, -5.643], [4.906, -0.418, -5.090], [6.560, -0.512, -5.709], [5.304, 0.948, -7.184], [6.448, 1.944, -6.279]], "orbital_gap_ev": 7.737, "e_homo_ev": -9.20, "lumo_ev": -1.466, "smiles": "COCCCCCCCCc1cc(Cl)cc2c1C(=O)C=C(CC(=O)N(C)C)C2=O.ClCCCl.ClCCCl.ClCCCl.ClCCCl.ClCCCl.ClCCCl.ClCCCl.ClCCCl"}

[2]
{"formula": "C39H62FN3O6S", "method": "ωB97M-V with the def2-TZVPD basis set", "elements": ["C", "C", "C", "N", "C", "C", "C", "C", "O", "O", "C", "O", "C", "C", "C", "C", "F", "C", "C", "C", "S", "C", "C", "C", "C", "C", "C", "O", "H", "H", "H", "H", "H", "H", "H", "H", "H", "H", "H", "H", "H", "H", "H", "H", "H", "H", "H", "H", "H", "H", "H", "H", "H", "H", "C", "C", "C", "C", "C", "C", "N", "O", "C", "C", "C", "H", "H", "H", "H", "H", "H", "H", "H", "H", "H", "H", "H", "H", "H", "H", "H", "H", "H", "C", "C", "C", "C", "C", "C", "N", "O", "C", "C", "C", "H", "H", "H", "H", "H", "H", "H", "H", "H", "H", "H", "H", "H", "H", "H", "H", "H", "H"], "coordinates": [[1.758, -5.572, 1.257], [2.848, -4.533, 0.719], [2.131, -3.131, 0.625], [2.423, -2.401, -0.678], [1.230, -1.656, -0.974], [0.515, -1.780, -2.126], [0.931, -2.754, -3.263], [2.348, -2.307, -3.800], [3.152, -3.065, -4.263], [2.656, -0.952, -3.669], [-0.784, -0.922, -2.249], [-1.141, -0.383, -3.263], [-1.571, -0.786, -0.897], [-3.015, -0.822, -0.865], [-3.666, -0.735, 0.437], [-5.238, -0.829, 0.433], [-5.729, -0.558, -0.855], [-5.770, -2.162, 1.077], [-6.458, -3.166, 0.071], [-2.897, -0.601, 1.682], [-3.879, -0.533, 3.214], [-1.415, -0.555, 1.671], [-0.606, -0.448, 2.996], [0.131, 0.932, 3.208], [1.629, 0.655, 3.711], [-0.798, -0.657, 0.355], [0.754, -0.675, 0.159], [1.519, 0.015, 0.779], [0.974, -5.048, 1.874], [1.206, -6.010, 0.384], [2.196, -6.359, 1.915], [3.606, -4.462, 1.545], [3.273, -4.906, -0.242], [2.384, -2.444, 1.468], [1.020, -3.341, 0.611], [2.573, -3.159, -1.347], [0.166, -2.817, -4.080], [1.094, -3.776, -2.820], [3.264, -0.865, -2.907], [-3.571, -0.916, -1.818], [-5.576, 0.013, 1.101], [-4.890, -2.690, 1.536], [-6.492, -1.960, 1.914], [-5.797, -4.048, -0.153], [-7.341, -3.608, 0.616], [-6.873, -2.699, -0.851], [-3.485, -1.644, 3.923], [0.079, -1.337, 3.033], [-1.313, -0.580, 3.860], [0.262, 1.475, 2.233], [-0.391, 1.598, 3.945], [1.753, 0.945, 4.790], [1.896, -0.433, 3.659], [2.349, 1.186, 3.041], [9.358, -1.925, -6.140], [8.806, -1.864, -4.687], [7.526, -2.716, -4.554], [6.277, -2.063, -5.132], [6.100, -0.664, -4.559], [7.339, 0.215, -4.772], [8.598, -0.438, -4.296], [8.609, -0.371, -2.972], [7.444, 0.570, -6.272], [7.103, 1.577, -4.093], [9.889, -2.569, -3.843], [9.452, -0.943, -6.601], [10.369, -2.337, -6.176], [8.734, -2.540, -6.792], [7.335, -2.926, -3.495], [7.676, -3.690, -5.030], [6.331, -2.036, -6.225], [5.402, -2.670, -4.886], [5.223, -0.197, -5.017], [5.875, -0.746, -3.490], [8.344, 1.152, -6.480], [6.588, 1.172, -6.586], [7.443, -0.304, -6.925], [6.878, 1.480, -3.029], [6.250, 2.089, -4.544], [7.974, 2.229, -4.201], [10.821, -1.999, -3.841], [10.104, -3.558, -4.255], [9.581, -2.723, -2.808], [-7.444, 6.049, 5.203], [-6.115, 5.287, 4.933], [-5.511, 5.707, 3.577], [-6.197, 5.087, 2.366], [-6.268, 3.573, 2.521], [-6.953, 3.152, 3.828], [-6.360, 3.816, 5.029], [-5.202, 3.224, 5.285], [-8.462, 3.466, 3.722], [-6.908, 1.617, 3.938], [-5.154, 5.810, 6.020], [-8.290, 5.384, 5.370], [-7.392, 6.651, 6.112], [-7.707, 6.721, 4.383], [-4.453, 5.425, 3.546], [-5.533, 6.797, 3.483], [-7.194, 5.516, 2.230], [-5.633, 5.334, 1.463], [-6.801, 3.149, 1.664], [-5.253, 3.164, 2.479], [-8.983, 3.231, 4.653], [-8.925, 2.869, 2.932], [-8.672, 4.505, 3.466], [-5.891, 1.227, 3.892], [-7.455, 1.155, 3.113], [-7.366, 1.273, 4.869], [-5.483, 5.508, 7.018], [-5.117, 6.901, 5.998], [-4.130, 5.460, 5.880]], "orbital_gap_ev": [7.742, 8.195], "e_homo_ev": [-8.55, -9.00], "lumo_ev": [-0.805, -0.805], "spin_multiplicity": 3}